Here is a cluster of 3 separate species, C4H8O2 in total from OMol25. Energies are from the ωB97M-V functional and the def2-TZVPD basis.

```
14
Properties=species:S:1:pos:R:3:forces:R:3
O 0.160353 1.832807 1.470275 -0.1 -0.2 0.1
C -0.601581 0.873837 0.918548 -0.2 -0.2 -0.3
C -1.383608 0.508706 -0.042722 0.1 0.2 0.1
C -1.003422 -0.555009 0.990472 0.1 -0.2 0.2
H 0.582701 1.465866 2.259140 -0.1 0.1 -0.1
H -1.935945 0.672704 -0.956527 0.2 0.0 0.3
H -1.741492 -0.884748 1.732141 0.1 0.1 -0.2
H -0.293315 -1.344116 0.707046 -0.1 0.2 0.1
H -0.051837 -1.533255 -2.070621 -0.1 0.0 0.0
H -0.772687 -1.461841 -2.242362 0.0 0.0 0.0
C 1.764791 0.112991 -0.694721 0.0 -0.4 0.0
O 1.883475 -1.072420 -0.885699 0.0 0.6 0.1
H 1.357832 0.804556 -1.457837 0.1 -0.1 0.0
H 2.034737 0.579924 0.272862 0.1 -0.1 -0.2
```
Positions in Å, forces in eV/Å.

Summary:
Energy relative to the best compared isomer or geometry (same formula, charge and spin), eV: 5.2533
E_tot, Eh: -307.51938
Molar mass, g/mol: 88.1
Structure (SMILES): OC1=CC1.[H][H].C=O
HOMO-LUMO gap, eV: 9.67

And the natural (NBO) charges, in e, turn out to be: O -0.651; C 0.301; C -0.283; C -0.447; H 0.492; H 0.234; H 0.179; H 0.188; H 0.021; H -0.027; C 0.277; O -0.514; H 0.119; H 0.110